{"formula": "C4H6N2O", "method": "ωB97M-V with the def2-TZVPD basis set", "elements": ["H", "N", "C", "O", "C", "C", "C", "N", "H", "H", "H", "H", "H"], "positions_angstrom": [[-0.130, -2.517, -0.600], [0.545, -1.885, -0.304], [1.086, -1.491, 0.734], [1.337, -0.149, 0.834], [0.645, 0.593, -0.197], [-0.814, 0.845, 0.222], [-1.547, 1.620, -0.786], [-2.120, 2.233, -1.583], [1.349, -2.106, 1.603], [0.659, 0.031, -1.132], [1.173, 1.535, -0.332], [-1.345, -0.102, 0.374], [-0.838, 1.393, 1.168]], "nbo_charge": [0.40, -0.79, 0.44, -0.50, -0.08, -0.54, 0.28, -0.32, 0.16, 0.23, 0.20, 0.25, 0.25], "homo_lumo_gap_ev": 10.566, "de_lowest_kcal_mol": 52.4, "largest_force_ev_per_a": 2.1, "charge": 0, "smiles": "[H]/N=C/OCCC#N"}

***

{"formula": "C36H78ClF2IN7O5", "method": "ωB97M-V with the def2-TZVPD basis set", "elements": ["C", "C", "C", "C", "C", "C", "C", "C", "C", "C", "C", "C", "I", "N", "C", "N", "F", "C", "C", "O", "N", "C", "C", "O", "Cl", "C", "C", "C", "C", "F", "C", "C", "N", "C", "H", "H", "H", "H", "H", "H", "H", "H", "H", "H", "H", "H", "H", "H", "H", "H", "H", "H", "H", "H", "H", "H", "H", "H", "H", "H", "H", "H", "H", "H", "H", "H", "H", "H", "H", "H", "H", "H", "H", "H", "H", "H", "H", "H", "H", "C", "C", "C", "O", "C", "N", "H", "H", "H", "H", "H", "H", "H", "H", "H", "H", "H", "C", "C", "C", "O", "C", "N", "H", "H", "H", "H", "H", "H", "H", "H", "H", "H", "H", "C", "C", "C", "O", "C", "N", "H", "H", "H", "H", "H", "H", "H", "H", "H", "H", "H"], "positions_angstrom": [[1.601, -4.259, -1.854], [2.534, -3.879, -3.004], [1.787, -3.404, -4.252], [1.164, -2.012, -4.132], [2.184, -0.866, -3.999], [1.736, 0.217, -3.018], [1.628, -0.323, -1.577], [0.266, -0.125, -0.893], [0.020, 1.117, -0.008], [-1.481, 1.456, -0.001], [-2.462, 0.309, 0.240], [-2.339, -0.389, 1.588], [-4.439, 1.170, 0.092], [0.367, 0.758, 1.409], [1.706, 0.421, 1.524], [1.938, -0.792, 1.979], [3.245, -1.165, 2.051], [1.038, -1.878, 2.342], [1.235, -2.375, 3.780], [0.776, -3.706, 3.841], [2.686, 1.254, 1.142], [3.843, 1.443, 2.032], [5.140, 0.802, 1.554], [5.295, 0.132, 0.614], [6.447, 1.245, 2.636], [2.179, 2.514, 0.504], [3.292, 3.215, -0.302], [4.322, 2.331, -1.023], [4.628, 2.818, -2.423], [5.393, 3.971, -2.347], [0.905, 2.350, -0.385], [0.216, 3.728, -0.319], [-0.499, 4.063, -1.537], [-1.760, 4.762, -1.350], [0.895, -5.035, -2.159], [2.164, -4.637, -0.997], [1.016, -3.397, -1.510], [3.147, -4.748, -3.258], [3.235, -3.108, -2.663], [2.444, -3.418, -5.128], [0.991, -4.127, -4.461], [0.581, -1.831, -5.040], [0.456, -2.001, -3.294], [2.313, -0.414, -4.988], [3.171, -1.237, -3.701], [0.775, 0.629, -3.350], [2.449, 1.049, -3.051], [1.832, -1.397, -1.597], [2.432, 0.112, -0.979], [-0.504, -0.123, -1.673], [0.041, -1.002, -0.275], [-1.676, 2.203, 0.774], [-1.713, 1.911, -0.963], [-2.449, -0.427, -0.562], [-1.976, 0.290, 2.362], [-3.291, -0.807, 1.910], [-1.646, -1.231, 1.507], [0.191, 1.572, 2.001], [1.193, -2.690, 1.627], [0.031, -1.490, 2.217], [2.270, -2.263, 4.114], [0.619, -1.746, 4.433], [1.477, -4.292, 4.145], [4.023, 2.515, 2.126], [3.638, 1.063, 3.035], [1.919, 3.181, 1.339], [2.787, 3.833, -1.049], [3.807, 3.926, 0.348], [5.272, 2.349, -0.482], [4.011, 1.285, -1.081], [5.193, 2.077, -2.991], [3.718, 3.084, -2.972], [1.237, 2.245, -1.425], [0.998, 4.480, -0.167], [-0.430, 3.802, 0.569], [-0.611, 3.258, -2.136], [-2.478, 4.213, -0.720], [-1.576, 5.732, -0.884], [-2.217, 4.947, -2.322], [1.403, 1.546, -10.124], [0.307, 0.723, -9.456], [0.696, 0.167, -8.081], [1.591, -0.928, -8.113], [2.961, -0.595, -8.227], [-0.147, -0.310, -10.384], [2.173, 0.904, -10.553], [0.981, 2.131, -10.939], [1.879, 2.230, -9.418], [-0.545, 1.388, -9.275], [-0.208, -0.213, -7.597], [1.107, 0.967, -7.448], [3.187, 0.323, -7.673], [3.275, -0.467, -9.265], [3.527, -1.418, -7.792], [-0.972, -0.775, -10.019], [0.566, -1.031, -10.447], [-7.024, -2.704, 4.287], [-5.849, -2.111, 3.519], [-4.492, -2.280, 4.219], [-4.258, -1.403, 5.305], [-4.803, -1.812, 6.547], [-6.151, -0.717, 3.186], [-7.321, -2.058, 5.115], [-7.886, -2.801, 3.629], [-6.784, -3.689, 4.690], [-5.758, -2.658, 2.574], [-3.706, -2.048, 3.495], [-4.350, -3.321, 4.536], [-4.753, -2.899, 6.660], [-5.842, -1.494, 6.665], [-4.206, -1.349, 7.332], [-5.414, -0.339, 2.598], [-6.102, -0.174, 4.044], [-2.590, 0.058, 8.176], [-1.475, 0.947, 7.635], [-1.672, 1.383, 6.180], [-1.423, 0.373, 5.214], [-2.501, -0.530, 4.996], [-0.188, 0.292, 7.869], [-2.493, -0.966, 7.813], [-2.539, 0.022, 9.262], [-3.575, 0.433, 7.889], [-1.474, 1.871, 8.221], [-0.953, 2.177, 5.960], [-2.679, 1.794, 6.033], [-3.468, -0.029, 5.078], [-2.477, -1.373, 5.689], [-2.399, -0.920, 3.984], [0.575, 0.926, 7.658], [-0.095, -0.486, 7.222]], "lowdin_charge": [-0.11, -0.26, -0.21, -0.20, -0.19, -0.19, -0.17, -0.10, -0.34, -0.24, -0.73, -0.17, 0.92, 0.14, -0.24, 0.06, 0.09, -0.06, -0.22, -0.03, 0.05, -0.12, -0.84, 0.09, 0.75, -0.20, -0.11, -0.16, -0.21, -0.04, -0.15, -0.21, -0.11, -0.11, 0.08, 0.07, 0.04, 0.11, 0.09, 0.11, 0.11, 0.11, 0.10, 0.10, 0.11, 0.12, 0.09, 0.09, 0.08, 0.12, 0.11, 0.10, 0.10, 0.07, 0.08, 0.03, 0.07, 0.17, 0.15, 0.09, 0.13, 0.12, 0.10, 0.13, 0.14, 0.15, 0.12, 0.13, 0.11, 0.09, 0.13, 0.12, 0.14, 0.12, 0.12, 0.10, 0.06, 0.09, 0.09, -0.07, -0.44, -0.22, -0.20, -0.11, 0.04, 0.07, 0.08, 0.08, 0.14, 0.12, 0.11, 0.09, 0.08, 0.09, 0.07, 0.07, -0.06, -0.42, -0.18, -0.37, -0.05, 0.06, 0.07, 0.08, 0.08, 0.14, 0.09, 0.14, 0.11, 0.09, 0.05, -0.01, 0.08, -0.07, -0.42, -0.20, -0.20, -0.13, 0.04, 0.06, 0.09, 0.08, 0.14, 0.12, 0.12, 0.12, 0.11, 0.06, 0.07, 0.06], "homo_lumo_gap_ev": 7.555, "largest_force_ev_per_a": 6.7, "charge": 1}

***

{"formula": "C5H9O2P", "method": "ωB97M-V with the def2-TZVPD basis set", "elements": ["C", "C", "C", "C", "C", "O", "O", "P", "H", "H", "H", "H", "H", "H", "H", "H", "H"], "positions_angstrom": [[1.040, -0.248, -0.895], [-0.221, 0.504, -1.336], [1.974, 0.431, 0.086], [1.480, 1.355, 1.063], [-1.986, -0.236, 0.811], [-2.219, 2.184, -0.280], [2.097, 1.795, -0.111], [-1.160, 1.218, 0.076], [0.851, -1.215, -0.508], [1.657, -0.417, -1.774], [0.054, 1.309, -1.874], [-1.063, -0.130, -1.930], [2.901, -0.086, 0.028], [1.943, 1.741, 1.982], [-2.380, -0.759, 0.042], [-1.255, -0.745, 1.401], [-2.782, 0.024, 1.475]], "nbo_charge": [-0.43, -0.76, 0.01, -0.01, -0.99, -1.03, -0.49, 1.67, 0.21, 0.22, 0.24, 0.25, 0.19, 0.20, 0.23, 0.23, 0.25], "homo_lumo_gap_ev": [8.058, 7.803], "de_lowest_kcal_mol": 94.8, "largest_force_ev_per_a": 4.4, "charge": 0}

***

{"formula": "C4H11N3O2", "method": "ωB97M-V with the def2-TZVPD basis set", "elements": ["C", "N", "C", "N", "N", "H", "H", "H", "H", "H", "H", "H", "C", "C", "O", "O", "H", "H", "H", "H"], "positions_angstrom": [[2.203, -0.251, -0.393], [1.371, -0.316, 0.809], [0.548, -1.242, 1.108], [-0.317, -0.873, 2.265], [0.385, -2.525, 0.695], [3.184, 0.222, -0.162], [1.715, 0.462, -1.065], [2.319, -1.248, -0.932], [0.057, -0.312, 3.001], [-0.966, -1.641, 2.551], [0.660, -2.819, -0.241], [-0.145, -3.250, 1.189], [-0.857, 2.311, -1.578], [-2.063, 1.633, -1.015], [-3.235, 1.902, -1.064], [-1.902, 0.521, -0.335], [-0.598, 1.729, -2.522], [0.020, 2.129, -0.941], [-0.987, 3.410, -1.613], [-1.392, 0.160, 0.242]], "nbo_charge": [-0.43, -0.56, 0.57, -0.87, -0.85, 0.21, 0.19, 0.16, 0.40, 0.37, 0.40, 0.41, -0.73, 0.78, -0.56, -0.73, 0.25, 0.23, 0.25, 0.51], "homo_lumo_gap_ev": 9.474, "de_lowest_kcal_mol": 60.3, "largest_force_ev_per_a": 8.8, "charge": 0, "smiles": "CN=C(N)N.CC(=O)O"}